Record 1
Computed, not measured: an isolated molecule of C4H10O2S2 at a distorted geometry, with ωB97M-V with the def2-TZVPD basis set.

XYZ file:
```
18
Properties=species:S:1:pos:R:3
C 0.5492 -0.5261 0.1143
C 1.9372 0.1528 0.4726
C -0.4617 0.6693 -0.2576
C -1.6900 0.1568 -1.0192
H -0.5474 -1.6935 0.9222
H 0.7866 -1.0887 -0.7155
H 2.0013 0.0780 1.5402
H 2.0747 1.3625 0.2120
H 3.2451 0.1619 -1.3049
H -0.0710 1.3282 -0.8385
H -0.8014 0.6353 1.4940
H -1.4792 -0.2871 -2.0015
H -2.4409 0.6922 -1.4291
H -2.9521 -0.2393 0.9387
O 0.0770 -1.2086 1.2618
O -0.7985 1.3221 0.9597
S 3.4086 -0.5993 -0.2777
S -2.8374 -0.9166 -0.0716
```

Calculated values
Structure (SMILES): O[C@H](CS)[C@H](O)CS
HOMO level: -9.18 eV
LUMO energy: 0.024 Eh
Multiplicity: 1
Relative energy (zero: lowest compared OMol25 entry of this formula, charge and spin): 85.0 kcal/mol

---

Record 2
Computed, not measured: a cluster of 2 separate species, C4H10O3 in total at a distorted geometry, with ωB97M-V with the def2-TZVPD basis set.

XYZ file:
```
17
Properties=species:S:1:pos:R:3
O 0.3688 -1.6788 0.7518
C -0.7303 -1.7088 0.2061
C -1.1553 -0.4868 -0.6335
C -0.5442 0.7886 0.0267
C -1.2626 2.0622 -0.4628
O 0.7699 0.9177 -0.4958
H -1.4199 -2.5860 0.2447
H -0.5727 -0.5559 -1.5608
H -2.2522 -0.4413 -0.5581
H -0.5440 0.7299 1.1100
H -2.0610 2.5214 0.1301
H -0.4382 2.7860 -0.3864
H -1.5834 1.9571 -1.5124
H 1.3774 0.3486 -0.0020
H 3.8786 -1.0308 0.7879
H 2.9871 -2.2472 0.9767
O 3.1819 -1.3758 1.3776
```

Calculated values
HOMO level (alpha / beta): 0.80 / -3.57 eV
LUMO energy (alpha / beta): 0.147 / 0.139 Eh
Net charge: -1
Multiplicity: 2
Expectation value of S²: 0.7524
Relative energy (zero: lowest compared OMol25 entry of this formula, charge and spin): 11.4 kcal/mol

---

Record 3
Computed, not measured: a cluster of 2 separate species, C4H10O3 in total at a distorted geometry, with ωB97M-V with the def2-TZVPD basis set.

XYZ file:
```
17
Properties=species:S:1:pos:R:3
C 0.0178 0.5514 -1.1611
C 0.8280 1.6286 -0.4591
C 0.0601 2.3095 0.7452
O 0.3099 3.6118 0.9671
C -0.3669 -0.5829 -0.2443
O -0.1396 -1.8649 -0.8458
H 0.5074 -0.0270 -1.9737
H -0.8046 1.0471 -1.6959
H 1.7492 1.2596 0.0245
H 1.0783 2.4211 -1.1722
H -1.0795 2.3222 0.4740
H 0.1119 1.5787 1.5966
H 0.0067 -0.7225 0.7678
H -1.4369 -0.4413 -0.0116
H -0.1723 -2.6732 -0.3136
H -1.1011 -4.6058 0.2155
O -0.4336 -4.6751 0.8945
```

Calculated values
HOMO level: 0.13 eV
LUMO energy: 0.246 Eh
Net charge: -2
Multiplicity: 1
Relative energy (zero: lowest compared OMol25 entry of this formula, charge and spin): 28.8 kcal/mol

---

Record 4
Computed, not measured: a cluster of 2 separate species, C4H10O3 in total at a distorted geometry, with ωB97M-V with the def2-TZVPD basis set.

XYZ file:
```
17
Properties=species:S:1:pos:R:3
C -0.4325 0.1543 0.1032
C -0.5602 -1.3163 0.4297
C -1.7828 -2.0935 -0.2674
O -2.1181 -3.2375 0.3316
C 0.7371 0.9457 0.7628
O 0.8327 2.2471 0.2808
H -1.2905 0.7519 0.3662
H -0.2796 0.4078 -0.9552
H 0.3601 -1.8371 0.1482
H -0.7962 -1.4632 1.4878
H -2.5625 -1.2795 -0.3281
H -1.4515 -2.1566 -1.3484
H 0.5738 0.9149 1.8671
H 1.7112 0.4325 0.5900
H 2.0587 2.5555 -0.4610
H 2.4045 2.2639 -1.9648
O 2.7370 2.7988 -1.2410
```

Calculated values
HOMO level: 0.47 eV
LUMO energy: 0.250 Eh
Net charge: -2
Multiplicity: 1
Relative energy (zero: lowest compared OMol25 entry of this formula, charge and spin): 7.5 kcal/mol

---

Record 5
Computed, not measured: a cluster of 2 separate species, C4H10O3 in total at a distorted geometry, with ωB97M-V with the def2-TZVPD basis set.

XYZ file:
```
17
Properties=species:S:1:pos:R:3
C -0.9316 -0.4546 1.5540
C 0.3804 -1.2751 0.6361
O -0.5705 0.7326 2.0172
O -2.0652 -0.4589 0.7448
H -0.1174 1.3286 1.1802
H -2.5514 0.3606 0.9047
H -1.0397 -1.2005 2.3479
H 1.0667 -1.0117 -0.1617
H -0.1428 -2.1844 0.3485
H 1.0625 -1.4775 1.4601
C 1.1513 0.6546 -2.0108
C 0.1302 0.9053 -0.9514
O 0.3283 1.7458 -0.0544
H -0.8809 0.5326 -1.1529
H 2.1593 0.7986 -1.6257
H 0.9765 1.3573 -2.8285
H 1.0446 -0.3534 -2.4082
```

Calculated values
Structure (SMILES): CC(O)O.CC=O
HOMO level: -9.30 eV
LUMO energy: 0.012 Eh
Multiplicity: 1
Relative energy (zero: lowest compared OMol25 entry of this formula, charge and spin): 64.1 kcal/mol

---

Record 6
Computed, not measured: a structure of composition C4H10O3 at a distorted geometry, with ωB97M-V with the def2-TZVPD basis set.

XYZ file:
```
17
Properties=species:S:1:pos:R:3
C 1.3200 1.7432 0.4273
O 0.7886 -0.3117 0.6162
O 1.6435 -1.3988 0.1615
H 1.9825 -1.6708 1.0296
H 2.0772 1.3316 1.0845
H 0.9302 2.6458 0.8763
H 1.6337 1.8381 -0.6030
C -0.5130 -0.5603 -1.5211
C -1.6210 -0.6150 0.7695
C -0.5403 0.0101 -0.1090
O -0.4803 1.3430 -0.0460
H -1.5917 -0.1661 1.7626
H -0.3984 -1.6454 -1.5223
H 0.2997 -0.1082 -2.0916
H -1.4513 -0.3108 -2.0220
H -1.4754 -1.6947 0.8565
H -2.6038 -0.4302 0.3309
```

Calculated values
HOMO level: -9.39 eV
LUMO energy: 0.021 Eh
Multiplicity: 1
Relative energy (zero: lowest compared OMol25 entry of this formula, charge and spin): 148.2 kcal/mol

---

Record 7
Computed, not measured: a cluster of 2 separate species, C4H10O3 in total at a distorted geometry, with ωB97M-V with the def2-TZVPD basis set.

XYZ file:
```
17
Properties=species:S:1:pos:R:3
O -2.4908 -1.7605 -1.6721
C -1.8149 -1.6064 -0.6994
C -0.2951 -1.4304 -0.7210
C 0.2538 -0.3134 0.1767
C 1.7550 -0.1866 0.0912
O -0.3576 0.9832 -0.0194
H -2.2845 -1.6819 0.3153
H -0.0319 -1.3500 -1.7830
H 0.1797 -2.3847 -0.4486
H -0.1794 -0.5935 1.1530
H 2.2614 -0.8175 0.8273
H 1.9698 0.8784 0.2009
H 2.0626 -0.5159 -0.9035
H -1.3073 0.8012 -0.0132
H 0.6510 3.5161 1.6687
H -0.1450 2.9031 0.5699
O -0.2270 3.5587 1.2574
```

Calculated values
Structure (SMILES): C[C@@H](O)CC=O.O
HOMO level: -10.25 eV
LUMO energy: 0.021 Eh
Multiplicity: 1
Relative energy (zero: lowest compared OMol25 entry of this formula, charge and spin): 33.1 kcal/mol